(1)
C13H30O13Zr | ωB97M-V/def2-TZVPD

```
57
Properties=species:S:1:pos:R:3:forces:R:3:mulliken_spin:R:1
Zr -0.018345 -0.447752 -0.398163 4.111 3.087 1.629 -0.0460
C 2.947644 1.078335 -1.592749 -0.235 -0.202 0.448 -0.0032
O 1.897482 0.159859 -1.326493 -2.291 -0.530 0.739 0.0321
H 3.398197 1.019413 -2.583524 -0.345 -0.662 -0.390 0.0027
H 2.700106 2.137525 -1.522465 -0.615 0.081 0.343 0.0017
H 3.782156 0.913769 -0.911124 0.042 -0.061 0.186 0.0001
C -1.569039 2.752996 -0.735447 -0.391 -0.210 -0.990 -0.0061
O -1.060610 1.439634 -0.562602 0.981 -1.751 1.015 0.0791
H -1.276718 3.589210 -0.100326 1.135 -0.528 0.602 0.0056
H -1.392510 3.080893 -1.759849 0.303 -0.038 -0.158 0.0005
H -2.648250 2.868526 -0.635089 -0.434 -0.963 0.096 0.0089
C 1.541619 -3.124115 1.556517 -0.371 0.549 -1.938 -0.0010
O 0.973205 -2.122135 0.718829 -1.907 1.738 -1.693 0.0029
H 1.360743 -2.946608 2.616644 0.217 0.075 0.069 0.0004
H 1.151424 -4.095236 1.251927 -0.403 -0.224 0.333 0.0007
H 2.587123 -3.205060 1.259075 0.379 0.188 0.711 0.0000
C -2.866213 -2.506347 -1.137867 0.326 0.041 -0.597 -0.0048
O -1.743742 -1.686333 -1.005940 -0.830 -0.980 -0.232 0.7903
H -3.552834 -2.189382 -0.352898 -0.288 0.413 0.233 0.0906
H -3.359047 -2.414070 -2.105703 0.005 0.739 -0.044 0.0202
H -2.758551 -3.582341 -1.000901 0.952 -0.019 0.511 0.0153
C -1.153500 -0.131173 5.307323 0.141 1.252 0.405 0.0000
O -1.090991 0.251257 3.911746 -0.296 -2.244 -2.502 0.0003
C -1.388203 -0.704198 2.939991 1.475 2.090 -1.570 -0.0024
O -1.252364 -0.533771 1.710245 -0.640 0.688 1.870 0.0063
O -1.758603 -1.835128 3.403690 -1.562 -1.735 1.192 -0.0001
C -2.238448 -2.863088 2.512525 1.404 -1.526 -1.043 0.0000
H -0.578121 0.643340 5.814451 0.271 -0.006 -0.205 0.0000
H -0.678280 -1.079624 5.557771 -0.545 -0.096 -0.346 0.0000
H -2.162957 0.069590 5.666195 -0.115 -0.883 -0.052 0.0000
H -1.563363 -3.004939 1.668582 0.212 0.805 -0.189 -0.0002
H -3.243404 -2.825735 2.092104 -0.139 0.875 0.739 -0.0014
H -2.084122 -3.841707 2.967052 -0.418 0.403 0.885 0.0000
C 1.489710 -0.297329 -5.131678 -0.493 -0.676 0.402 0.0000
O 0.148340 0.288065 -5.195157 -0.177 0.808 1.641 0.0005
C -0.580826 0.594561 -4.068177 -0.423 -1.223 -0.474 0.0026
O -0.470428 0.110484 -2.950620 0.514 0.103 -1.066 0.0024
O -1.642822 1.381465 -4.340100 2.185 -1.275 0.719 0.0009
C -1.857698 1.820369 -5.658893 -1.265 1.676 -0.760 0.0000
H 1.473237 -1.129552 -5.835403 0.020 0.257 -0.127 0.0000
H 1.721091 -0.727844 -4.157390 -0.282 0.295 0.206 -0.0002
H 2.265319 0.420580 -5.398387 -0.420 0.195 -0.064 0.0000
H -2.532543 1.143422 -6.182744 0.256 -0.105 -0.029 0.0000
H -1.017522 2.125666 -6.282599 0.378 -0.652 0.454 0.0000
H -2.384807 2.755349 -5.468929 -0.334 -0.036 -0.372 0.0000
C -0.028506 2.816337 2.800208 -0.512 0.309 -0.722 0.0004
O 1.358055 2.369735 2.831545 -0.674 -1.240 -0.427 0.0001
C 1.784311 1.249691 2.184300 -1.206 0.678 0.116 -0.0002
O 1.076667 0.513193 1.473880 1.870 1.573 1.027 0.0018
O 3.070569 1.147109 2.532279 -0.451 -0.444 -1.100 -0.0001
C 3.907505 0.130718 1.962563 0.745 -1.118 -0.843 -0.0002
H -0.730482 2.249522 2.188607 0.717 -0.446 -0.431 -0.0008
H -0.016337 3.832726 2.406645 0.205 -0.054 0.078 0.0000
H -0.541475 2.835060 3.761774 0.930 -0.123 0.413 -0.0001
H 4.970021 0.358927 2.046626 -0.227 0.519 1.273 0.0000
H 3.944731 0.000309 0.881030 -1.425 0.395 -0.212 0.0000
H 3.692404 -0.854164 2.377096 -0.058 0.220 0.240 0.0000
```
Positions in Å, forces in eV/Å.

Output
E_LUMO (alpha / beta) ... -2.43 / -7.09 eV
Relative energy (zero: lowest compared OMol25 entry of this formula, charge and spin) ... 0.00 kJ/mol
HOMO-LUMO gap (alpha / beta) ... 9.030 / 4.355 eV
Largest force on an atom ... 5.4 eV/Å
2S+1 ... 2
Charge ... +1

---

(2)
C13H31AlO11P2 | ωB97M-V/def2-TZVPD

```
58
Properties=species:S:1:pos:R:3:forces:R:3:lowdin_charge:R:1
Al 0.707228 0.084609 1.699475 -0.545 -0.179 -0.624 1.2971
O 0.766635 -3.179245 5.255609 0.550 1.324 -0.862 0.2352
C 0.802890 -2.272396 4.300731 0.884 -1.354 1.199 -0.7151
O -0.062229 -2.233613 3.377752 0.116 0.946 -0.776 0.1780
O 1.761333 -1.477689 4.233736 -1.008 0.299 -0.757 0.1581
H 1.642028 -2.931638 5.646551 -0.405 -1.015 0.855 0.1790
C 4.284229 -4.225482 -0.605463 -0.560 -0.961 0.046 -0.0512
C 3.009195 -3.544666 -1.082159 1.179 0.490 -0.063 -0.2309
O 1.851365 -4.346292 -0.712628 -1.014 0.322 0.628 -0.1430
P 0.478150 -3.611538 -0.433710 0.148 -0.670 -2.125 0.4360
O 0.561351 -2.349009 0.309238 0.051 1.135 0.517 -0.3267
O -0.222907 -3.388729 -1.872152 0.826 0.618 2.190 -0.1284
C -0.231377 -4.380899 -2.875492 -0.574 -1.187 -0.901 -0.2706
C -0.997235 -3.892859 -4.077287 0.079 0.001 -0.570 -0.0543
O -0.433131 -4.724818 0.251428 -0.016 0.179 -0.082 -0.1044
C -1.537810 -4.280064 1.072377 0.269 -0.296 -0.289 -0.2204
C -2.655837 -5.296562 1.132036 1.211 -0.088 0.569 -0.0189
H 4.192326 -4.442458 0.459522 0.097 0.149 0.050 0.0837
H 4.401314 -5.192800 -1.095768 -0.007 0.023 -0.063 0.0882
H 5.204363 -3.671875 -0.777929 -0.258 0.355 -0.116 0.0911
H 2.968529 -2.558741 -0.618607 -0.406 -0.018 0.043 0.1047
H 2.993540 -3.400968 -2.162561 -0.068 -0.152 -0.036 0.1286
H 0.773290 -4.684654 -3.189201 0.118 0.360 0.237 0.1302
H -0.677670 -5.308622 -2.493418 -0.113 0.212 0.224 0.1332
H -1.265218 -4.776616 -4.658222 0.241 0.117 -0.271 0.0934
H -1.938172 -3.364841 -3.925271 0.084 -0.062 0.643 0.0876
H -0.358535 -3.227867 -4.660341 -0.100 -0.119 -0.188 0.0872
H -1.024977 -4.180969 2.048488 -0.273 0.422 0.634 0.1372
H -1.851267 -3.288997 0.735510 0.009 0.091 0.187 0.1313
H -2.997746 -5.493109 0.117850 -0.414 -0.063 0.155 0.1010
H -2.259660 -6.204678 1.591868 -0.007 -0.238 -0.392 0.0999
H -3.403395 -4.973103 1.854050 -0.310 0.310 -0.466 0.0993
C 2.461419 6.623725 0.093070 -0.751 -0.020 0.105 -0.0442
C 2.044981 5.181284 0.235554 1.275 -1.072 -0.309 -0.2549
O 0.899658 4.796875 -0.574605 -1.085 -0.128 0.576 -0.1510
P -0.296350 4.090016 0.185106 -1.094 2.247 -0.041 0.4356
O -0.043318 2.701887 0.665859 -0.060 -0.830 0.022 -0.3520
O -1.551748 4.324284 -0.798066 1.281 -0.843 0.649 -0.1364
C -1.743110 3.426245 -1.899646 -0.575 -0.080 -0.619 -0.2639
C -2.203802 4.127073 -3.153320 0.514 0.468 -0.651 -0.0605
O -0.692605 5.111292 1.341979 1.177 -0.938 -0.880 -0.1696
C -1.303072 4.691586 2.566016 -0.222 0.987 0.940 -0.2629
C -2.761856 4.416410 2.322762 0.006 -0.105 0.283 -0.0630
H 2.199593 7.013970 -0.889360 -0.133 0.057 0.084 0.0919
H 1.926899 7.135161 0.893852 0.151 0.631 -0.346 0.0853
H 3.533623 6.762059 0.213556 -0.004 -0.203 0.186 0.0888
H 2.813853 4.495210 -0.132554 0.159 0.160 0.207 0.1243
H 1.853332 4.946357 1.283595 -0.033 -0.048 -0.037 0.1087
H -0.839046 2.847612 -2.092359 -0.041 -0.075 0.111 0.1156
H -2.596806 2.782584 -1.663243 0.391 -0.324 0.444 0.1293
H -1.537599 4.905367 -3.531411 0.138 0.093 0.452 0.0887
H -2.173945 3.381763 -3.950724 -0.450 -0.104 0.058 0.0891
H -3.197251 4.558475 -3.049930 -0.023 -0.142 -0.016 0.0891
H -0.763031 3.874536 3.050269 -0.017 -0.235 -0.424 0.1103
H -1.151387 5.541574 3.234585 -0.149 0.035 -0.104 0.1288
H -3.221868 5.222544 1.753389 0.201 -0.123 -0.325 0.0947
H -2.803318 3.460435 1.798385 -0.617 0.070 -0.048 0.0728
H -3.333864 4.402836 3.251207 0.177 -0.429 0.088 0.0891
```
Positions in Å, forces in eV/Å.

Output
E_LUMO ... -13.40 eV
Relative energy (zero: lowest compared OMol25 entry of this formula, charge and spin) ... 0.00 kJ/mol
HOMO-LUMO gap ... 2.049 eV
Largest force on an atom ... 2.5 eV/Å
Charge ... +2